DFT (ωB97M-V/def2-TZVPD) results for C30H55BBiO2P2 as an isolated structure in a non-equilibrium geometry.

## Properties
2S+1: 1
Kohn-Sham gap (spin up / spin down), eV: 4.07 / 3.97
Molar mass, g mol⁻¹: 729.51
Net charge: +1

Geometry as XYZ:
```
91
C30H55BBiO2P2, DFT ωB97M-V/def2-TZVPD
Bi -0.12 0.64 0.61
C -1.81 3.66 2.02
C -2.98 2.92 1.66
C -2.13 2.01 3.59
C -1.28 3.08 3.21
C -3.18 1.91 2.64
C -1.24 4.82 1.30
H -1.68 4.92 0.30
H -0.15 4.74 1.21
H -1.46 5.75 1.86
C -0.03 3.46 3.90
H 0.43 4.34 3.42
H 0.71 2.64 3.88
H -0.23 3.71 4.95
C -1.90 1.14 4.76
H -1.86 1.74 5.69
H -0.93 0.60 4.68
H -2.70 0.40 4.85
C -4.30 0.96 2.70
H -5.06 1.29 3.42
H -3.96 -0.04 3.03
H -4.79 0.86 1.73
C -3.84 3.16 0.48
H -4.73 3.75 0.77
H -4.20 2.22 0.04
H -3.31 3.73 -0.29
C 1.70 -0.30 -4.91
C 1.04 0.87 -5.07
C -0.06 1.07 -6.05
C -1.07 -0.11 -6.16
C -1.36 -0.83 -4.88
C -0.80 -2.03 -4.58
C 0.43 -2.58 -5.26
C 1.50 -1.53 -5.74
H 0.37 1.24 -7.05
H -0.75 -0.79 -6.97
H -0.62 1.98 -5.80
H 1.30 -1.27 -6.79
H 2.57 -0.35 -4.24
H 1.43 1.78 -4.60
H 2.46 -2.07 -5.73
H 0.93 -3.29 -4.57
H -1.31 -2.73 -3.90
H 0.13 -3.16 -6.15
H -2.03 0.33 -6.51
H -2.19 -0.43 -4.27
P 1.09 0.63 -1.67
P -0.94 -1.72 -0.36
C 1.03 -1.10 -2.30
C 0.43 -2.23 -1.46
H 2.04 -1.40 -2.60
H 0.42 -0.98 -3.20
H 0.06 -3.03 -2.13
H 1.22 -2.68 -0.84
C -1.06 -3.02 0.87
H -1.89 -2.83 1.56
H -0.13 -3.08 1.44
H -1.23 -3.98 0.35
C -2.53 -1.58 -1.22
H -2.75 -2.53 -1.72
H -2.54 -0.76 -1.95
H -3.32 -1.37 -0.48
C 2.65 1.42 -2.12
H 2.66 2.45 -1.74
H 2.78 1.43 -3.20
H 3.48 0.86 -1.66
C -0.33 1.52 -2.45
H -1.28 1.29 -1.96
H -0.44 1.26 -3.50
H -0.15 2.60 -2.37
C 3.98 -1.94 2.40
C 2.57 -2.09 2.95
C 2.37 -3.52 3.42
O 1.66 -1.84 1.87
B 1.23 -0.52 2.00
O 1.67 0.07 3.19
C 2.21 -0.98 3.99
C 1.14 -1.43 4.99
C 3.38 -0.39 4.74
H 4.18 -0.93 2.03
H 4.11 -2.64 1.56
H 4.72 -2.20 3.15
H 2.59 -4.21 2.60
H 3.07 -3.74 4.23
H 1.35 -3.71 3.77
H 1.55 -2.18 5.68
H 0.82 -0.57 5.61
H 0.24 -1.85 4.50
H 4.13 0.01 4.06
H 3.04 0.41 5.41
H 3.83 -1.17 5.37
```

These are the Mulliken partial charges, in e, on atoms 1 to 2: Bi 0.351; C 0.478